Entry 1:
{
  "formula": "C6H4",
  "method": "ωB97M-V/def2-TZVPD",
  "e_homo_ev": -8.40,
  "spin_multiplicity": 1,
  "lumo_ev": -0.78,
  "gap_ev": 7.61,
  "symbols": ["C", "C", "C", "C", "C", "C", "H", "H", "H", "H"],
  "positions_angstrom": [[-1.550, -0.472, 0.133], [-1.301, 0.822, 0.171], [-0.717, -1.533, -0.160], [0.649, -1.122, -0.234], [0.974, 0.285, -0.096], [-0.150, 1.397, -0.127], [-1.066, -2.575, -0.036], [0.981, 0.070, 1.120], [1.906, 0.734, -0.423], [0.273, 2.394, -0.347]],
  "forces_ev_per_angstrom": [[1.25, 2.63, -0.32], [-0.98, -2.08, -0.58], [-0.49, -0.60, 1.47], [-0.17, 0.23, -0.04], [-1.34, -0.05, 1.81], [1.50, -0.33, 0.08], [0.52, 0.66, -0.72], [0.45, 0.47, -2.23], [0.26, -0.59, 0.07], [-1.00, -0.35, 0.47]]
}

=====

Entry 2:
{
  "formula": "C6H4",
  "method": "ωB97M-V/def2-TZVPD",
  "e_homo_ev": [-8.19, -8.19],
  "spin_multiplicity": 1,
  "lumo_ev": [-0.92, -0.92],
  "gap_ev": [7.28, 7.28],
  "symbols": ["C", "C", "C", "C", "C", "C", "H", "H", "H", "H"],
  "positions_angstrom": [[0.994, 0.073, 1.357], [1.086, -1.018, 0.642], [0.296, 1.196, 1.260], [-0.405, 1.155, 0.089], [-0.536, 0.051, -0.753], [0.304, -1.172, -0.401], [0.271, 2.076, 1.876], [-1.674, -0.154, -0.885], [-0.467, 0.348, -1.728], [0.131, -2.554, -1.457]],
  "forces_ev_per_angstrom": [[0.47, -2.97, -1.47], [0.45, 0.20, 1.17], [-0.31, 2.67, 0.95], [-1.37, 1.52, -0.10], [-1.81, -1.98, 1.57], [-0.60, -3.51, -3.09], [0.28, -0.06, 0.45], [1.43, -0.08, 0.82], [0.97, 0.71, -3.06], [0.49, 3.49, 2.76]]
}

=====

Which formula does entry 1 have?
C6H4